[1]
ORCA calculation (the ωB97M-V functional and the def2-TZVPD basis) on C5H8O2 in the gas phase.

```
15
Properties=species:S:1:pos:R:3:forces:R:3
O -0.3438 1.7274 0.4638 -0.28 0.23 -0.37
C 0.5378 1.3126 -0.5583 0.22 -0.05 -0.43
C 1.0167 -0.1336 -0.4330 0.02 0.00 0.07
C -0.1850 -1.0679 -0.3764 -0.11 0.33 0.08
O 0.2374 -2.4111 -0.2920 -0.23 -0.10 0.00
C -1.1638 -0.7003 0.6636 0.32 0.48 0.07
C -1.0848 0.6921 1.0794 0.06 0.00 0.11
H -0.4026 0.4659 1.9292 -0.50 -0.85 0.67
H 1.4018 1.9854 -0.5344 -0.20 -0.04 -0.05
H 0.0015 1.4626 -1.5056 0.28 -0.13 -0.11
H 1.5987 -0.2838 0.4856 -0.02 0.10 -0.16
H 1.6604 -0.3856 -1.2804 -0.05 0.05 0.10
H -0.7885 -0.9106 -1.3042 0.00 0.09 0.15
H -0.4797 -2.8731 0.1680 0.19 -0.01 -0.04
H -2.0062 1.1201 1.4948 0.32 -0.10 -0.09
```
Forces are in eV/Å.

**Energy relative to the best compared isomer or geometry (same formula, charge and spin)**: 98.2 kcal per mole

---

[2]
ORCA calculation (the ωB97M-V functional and the def2-TZVPD basis) on C5H8O3 in the gas phase.

```
16
Properties=species:S:1:pos:R:3:forces:R:3
O 1.1981 -1.4864 -0.2717 -3.22 -1.09 0.57
C 1.0329 -0.0850 -0.1609 -1.72 0.39 -1.06
C 0.1213 0.4664 -1.3483 1.92 -2.20 -1.19
O -1.0926 -0.3196 -1.3408 0.67 0.40 1.82
C -1.7612 -0.2919 -0.0361 -0.47 -2.37 -2.02
O -0.9205 -0.6189 1.0736 -0.81 0.20 0.46
C 0.0858 0.3331 0.9550 1.44 0.95 -0.27
C 1.6000 0.4231 1.1862 -1.01 0.58 -0.11
H 0.2230 -1.9671 -0.1188 3.63 2.08 -0.53
H 0.5400 0.3146 -2.3657 -0.19 0.04 0.63
H -0.1462 1.4644 -1.2131 -0.06 1.89 0.17
H -2.2197 0.7084 0.0796 -0.05 -0.57 0.24
H -2.4321 -1.2070 -0.2278 0.36 1.85 1.02
H -0.3239 1.3155 0.6783 0.05 -0.33 0.74
H 1.9682 -0.4668 1.6556 0.64 -0.07 0.26
H 2.1268 1.4169 1.4548 -1.21 -1.76 -0.71
```
Forces are in eV/Å.

**Energy relative to the best compared isomer or geometry (same formula, charge and spin)**: 112.3 kcal per mole
**Structure (SMILES)**: O[C@@]12COCO[C@H]1C2

---

[3]
ORCA calculation (the ωB97M-V functional and the def2-TZVPD basis) on C5H8O3 in the gas phase.

```
16
Properties=species:S:1:pos:R:3:forces:R:3
O -1.3851 -1.8963 -0.3343 -1.76 3.12 0.03
C -2.0157 -0.7996 -0.2853 7.59 -2.82 1.23
C -1.3176 0.5638 -0.0492 -5.84 1.09 2.55
C 0.0533 0.9099 0.4395 3.12 -1.19 0.90
C 1.2779 0.5856 -0.5433 0.15 1.67 2.97
C 1.9897 -0.6879 -0.0757 2.94 0.73 -0.52
O 3.1944 -0.7151 -0.4049 -3.63 -1.56 1.90
O 1.2323 -1.5649 0.7502 2.19 1.10 -2.59
H -3.0231 -0.8186 -0.3919 -3.38 0.33 -0.44
H -2.0123 1.0638 -0.8972 2.32 0.38 1.77
H -1.8511 0.9129 1.1129 0.31 -0.93 -3.61
H 0.1896 1.8780 0.9772 -0.74 -0.09 -1.37
H 0.2918 0.2861 1.3859 -0.85 0.48 -1.59
H 0.8385 0.4098 -1.5067 0.44 0.39 -0.87
H 2.1388 1.4370 -0.4044 -2.37 -2.10 -1.09
H 0.3985 -1.5644 0.2272 -0.49 -0.60 0.72
```
Forces are in eV/Å.

**Energy relative to the best compared isomer or geometry (same formula, charge and spin)**: 79.7 kcal per mole
**Structure (SMILES)**: O=CCCCC(=O)O

---

[4]
ORCA calculation (the ωB97M-V functional and the def2-TZVPD basis) on C5H8O3 in the gas phase.

```
16
Properties=species:S:1:pos:R:3:forces:R:3
C 0.1180 1.1834 -0.6672 -0.27 -1.71 -2.05
C -1.0591 0.2783 -0.4190 -6.90 3.64 -1.79
C -0.5252 -1.0227 -0.3397 -1.63 -5.73 2.47
C 0.9813 -0.0469 -0.9084 1.70 -1.03 2.23
C 0.7176 -0.7755 0.4679 -1.38 -0.79 2.88
H -0.2062 1.5388 1.3399 3.32 0.81 -4.16
H 0.2462 1.9512 -1.4290 -1.08 -0.49 -0.91
H -1.9407 0.4611 -1.1614 1.53 -0.74 0.99
H -1.5009 0.4719 0.5380 -0.45 0.74 0.60
H -1.1004 -2.0300 -0.1155 0.35 2.40 -0.35
H 1.9536 -0.0656 -1.2502 2.06 0.57 -1.00
H 1.2004 -1.7007 0.7005 0.93 -0.38 -0.69
H -0.0244 -0.7037 2.4333 -0.83 -1.85 0.54
O 0.4503 1.8131 0.4409 -1.11 2.22 6.81
O 0.2327 -1.1549 -1.4485 1.96 0.43 -3.63
O 0.4568 -0.1978 1.8185 1.79 1.92 -1.96
```
Forces are in eV/Å.

**Energy relative to the best compared isomer or geometry (same formula, charge and spin)**: 122.2 kcal per mole

---

[5]
ORCA calculation (the ωB97M-V functional and the def2-TZVPD basis) on C5H8O3Pm as an isolated structure.

```
17
Properties=species:S:1:pos:R:3:forces:R:3
Pm -2.3276 -0.1227 1.3258 0.28 -1.80 -0.36
O -1.3464 -1.5194 0.0153 -1.18 0.53 0.92
O 0.1496 0.1278 0.5478 -0.60 -0.34 1.81
C 0.0204 1.3472 -0.1852 -0.23 -0.10 -0.65
C -0.7135 2.3204 0.7318 1.80 1.34 -0.24
O -1.8802 1.7883 1.2690 -0.25 0.27 -0.30
C -0.0464 -1.1597 -0.0346 1.87 -0.32 -1.55
H 1.0187 1.7206 -0.4597 -0.34 0.00 0.16
H -0.5360 1.1619 -1.1174 0.03 0.02 0.14
H -0.8989 3.2472 0.1564 -0.08 -0.33 0.37
H -0.0312 2.5630 1.5725 -0.32 0.07 -0.42
C 0.8104 -1.4693 -1.2202 -0.18 -0.11 -0.16
C 1.0936 -2.1609 0.1154 -0.47 0.52 0.05
H 0.3410 -2.0616 -2.0076 0.22 0.17 0.23
H 1.5277 -0.7177 -1.5550 -0.22 -0.25 0.10
H 0.8244 -3.2159 0.1983 0.02 0.41 0.02
H 1.9945 -1.8491 0.6473 -0.36 -0.09 -0.12
```
Forces are in eV/Å.

**Spin multiplicity**: 5
**Total charge**: +1
**Energy relative to the best compared isomer or geometry (same formula, charge and spin)**: 0.0 kcal per mole
**Expectation value of S²**: 6.009

---

[6]
ORCA calculation (the ωB97M-V functional and the def2-TZVPD basis) on a 2-piece molecular cluster, C5H8O4 overall.

```
17
Properties=species:S:1:pos:R:3:forces:R:3
C 0.6595 1.7178 -1.7596 -0.79 -1.10 -0.11
C 0.3170 3.2093 -1.5218 0.12 0.09 -1.07
O 1.1713 3.8735 -0.8995 0.15 0.05 0.30
O -0.7472 3.6217 -2.0474 -0.01 -0.05 0.16
H -0.1965 1.1269 -2.1244 -0.27 0.42 0.45
H 0.9895 1.2514 -0.8310 0.23 0.02 -0.05
H 1.3617 1.4681 -2.5607 0.61 0.74 0.20
C -0.9017 -1.5448 0.8752 1.43 -0.53 -0.82
C 0.5924 -1.6279 0.4189 -0.18 0.39 1.95
C -1.1056 -1.7663 2.3968 -0.69 0.04 -0.50
O -0.1045 -2.0802 3.0737 -0.13 -0.02 0.29
O -2.3090 -1.6081 2.7425 0.53 -0.19 0.37
H -1.2284 -0.5346 0.6293 -0.38 -0.12 -0.07
H -1.4964 -2.2815 0.3281 -0.28 0.17 0.09
H 0.8160 -1.5431 -0.6424 -0.18 0.29 0.00
H 1.1617 -2.4443 0.8717 -0.54 -0.63 -0.33
H 1.0201 -0.8379 1.0507 0.38 0.43 -0.87
```
Forces are in eV/Å.

**Total charge**: -2
**Energy relative to the best compared isomer or geometry (same formula, charge and spin)**: 7.4 kcal per mole

---

[7]
ORCA calculation (the ωB97M-V functional and the def2-TZVPD basis) on C5H8O4 in the gas phase.

```
17
Properties=species:S:1:pos:R:3:forces:R:3
C 0.5557 -0.2117 0.2398 4.69 -0.44 -1.08
C 0.8114 1.1549 0.8633 -1.00 -0.11 -0.15
C -1.1507 -0.0168 -0.4121 -0.46 -0.57 -3.23
C 1.8133 -0.4202 -0.8620 0.91 0.70 3.05
C -2.0530 -0.9227 0.0076 0.49 0.07 0.27
O 0.1123 -0.4677 -1.2820 -3.91 0.84 1.80
O 0.5454 -1.3015 1.0543 -0.66 0.09 -0.22
O -1.5130 1.2478 -0.7364 0.43 -0.29 0.36
O 2.5163 0.4701 -1.2442 -0.45 -0.24 -0.41
H -0.3422 -1.3696 1.4570 0.10 -0.01 0.07
H -1.0896 1.4881 -1.5714 0.04 -0.06 0.04
H 2.0279 -1.4920 -0.8476 -0.35 -0.12 -0.55
H 0.9450 1.9095 0.0961 0.04 -0.01 -0.02
H -0.0279 1.4245 1.5047 0.05 0.18 0.08
H 1.7253 1.0769 1.4504 -0.01 -0.14 -0.09
H -1.7898 -1.9457 0.2141 0.04 -0.05 -0.16
H -3.0865 -0.6239 0.0686 0.04 0.19 0.24
```
Forces are in eV/Å.

**Energy relative to the best compared isomer or geometry (same formula, charge and spin)**: 145.0 kcal per mole

---

[8]
ORCA calculation (the ωB97M-V functional and the def2-TZVPD basis) on C5H8O4 in the gas phase.

```
17
Properties=species:S:1:pos:R:3:forces:R:3
O -0.0961 1.3067 1.4564 0.88 2.10 2.45
C 0.4952 0.3819 0.6984 -1.09 -1.73 -2.61
O 1.4978 -0.2240 1.4117 2.16 1.30 -0.06
C 0.8670 0.9343 -0.5967 2.78 0.92 -0.62
C 0.1749 0.5785 -1.6399 -1.00 -0.51 -0.40
C -0.9928 -0.2793 -1.2722 0.16 0.76 0.95
C -0.4782 -0.6849 0.1570 -1.90 -1.50 -0.80
O -1.5832 -0.7075 1.0534 -0.46 -0.63 -2.22
O 0.1939 -1.9210 -0.0052 0.17 0.11 1.60
H -1.0136 1.3372 1.3212 -2.05 -0.04 -0.33
H 2.2273 0.4396 1.2681 -0.44 -1.41 0.81
H 1.7782 1.4907 -0.6661 0.41 0.73 -0.12
H 0.3545 0.9019 -2.6261 0.29 0.37 -0.99
H -1.8751 0.3971 -1.2202 0.28 -0.62 0.24
H -1.2517 -1.0958 -1.9578 0.39 0.01 0.47
H -1.0800 -0.7732 1.8218 0.36 -0.35 3.13
H 0.7818 -2.0822 0.7962 -0.95 0.48 -1.48
```
Forces are in eV/Å.

**Energy relative to the best compared isomer or geometry (same formula, charge and spin)**: 43.5 kcal per mole
**Structure (SMILES)**: OC1(O)C=CCC1(O)O

---

[9]
ORCA calculation (the ωB97M-V functional and the def2-TZVPD basis) on C5H8O4 in the gas phase.

```
17
Properties=species:S:1:pos:R:3:forces:R:3
C -1.5505 0.3243 -1.1315 2.98 1.40 -0.19
C 0.0147 0.1890 0.9662 1.03 0.96 -0.96
C -0.1448 -0.0383 -1.7074 -0.45 -2.41 0.70
C 1.0281 0.6948 -1.0699 -1.74 -0.65 -0.27
C 0.1826 -0.4621 2.2451 1.51 0.76 3.41
O 1.1415 0.0701 0.2879 -0.99 0.66 0.48
O -2.2271 -0.7496 -0.9766 -3.79 0.27 0.54
O 0.8051 2.0297 -1.0286 -0.60 0.88 0.61
O 1.4378 -1.0219 2.5698 1.66 -0.71 -3.02
H 0.0687 -1.1822 -1.8439 -0.40 1.85 0.57
H -0.3444 0.3233 -2.6768 0.35 0.62 -1.63
H 1.9874 0.5059 -1.5175 0.33 -0.08 -0.15
H -0.5482 -1.2268 2.1729 -1.26 -1.02 0.28
H 0.0998 0.1022 3.2513 -1.37 -0.02 -2.08
H -3.1588 -0.3417 -0.7792 2.08 -1.78 -0.30
H -0.1537 2.2173 -0.8353 1.02 -0.56 -0.19
H 1.8793 -1.0733 1.6532 -0.34 -0.17 2.20
```
Forces are in eV/Å.

**Energy relative to the best compared isomer or geometry (same formula, charge and spin)**: 155.0 kcal per mole

---

[10]
ORCA calculation (the ωB97M-V functional and the def2-TZVPD basis) on C5H8O4 as an isolated structure.

```
17
Properties=species:S:1:pos:R:3:forces:R:3
C 0.1051 -0.2654 0.2449 1.83 2.40 -0.24
C -1.0796 0.4745 0.0723 -3.81 -3.83 0.60
C 0.7206 -1.0485 -0.8731 0.28 0.36 0.16
C 0.9589 1.8590 0.0096 1.52 -1.12 0.21
C -2.2607 -1.0774 0.2760 -0.25 2.92 -0.06
O 0.4066 -0.6183 1.4995 -0.21 -0.15 -0.15
O 2.2874 1.4811 -0.0175 0.06 0.38 -0.11
O 0.6632 3.0243 0.0262 -0.44 -0.66 -0.05
O -2.3060 -1.7895 1.2246 0.50 -0.19 -0.28
H 0.8321 -1.4863 1.5233 0.19 0.24 -0.05
H 2.8391 2.2881 -0.0508 -0.14 -0.07 0.05
H -1.4288 1.0711 0.9046 0.18 0.17 -0.08
H -1.3258 0.8118 -0.9223 0.22 0.23 0.02
H -3.0891 -1.0226 -0.4750 0.25 -0.45 -0.09
H 0.6423 -2.1210 -0.6845 -0.07 -0.05 0.04
H 1.7743 -0.7666 -0.9278 -0.04 -0.19 -0.02
H 0.2603 -0.8146 -1.8300 -0.07 0.02 0.05
```
Forces are in eV/Å.

**Energy relative to the best compared isomer or geometry (same formula, charge and spin)**: 107.8 kcal per mole

---

[11]
ORCA calculation (the ωB97M-V functional and the def2-TZVPD basis) on C5H8OS as an isolated structure.

```
15
Properties=species:S:1:pos:R:3:forces:R:3
C -1.1358 -0.0324 1.1322 -0.38 2.27 -1.82
C 0.1868 -0.3896 1.6904 0.68 -1.95 3.03
C 1.1286 0.0609 0.5979 -1.07 3.35 0.03
C 0.0406 0.4524 -0.4621 -1.27 -2.46 1.10
C -0.1508 -0.5560 -1.6664 -0.56 0.49 0.50
O -2.2349 0.2007 1.5560 2.04 -0.78 -0.89
S -0.0994 2.1269 -1.0084 0.73 0.15 0.67
H 0.3917 -0.0452 2.7504 -0.34 0.19 -1.10
H 0.1911 -1.4978 1.9029 0.03 0.69 -0.65
H 1.6873 1.0302 0.9279 -0.52 -2.00 -0.66
H 1.7187 -0.7050 0.1833 1.24 -0.70 -0.17
H -0.0421 -1.6282 -1.2838 -0.69 1.38 -0.60
H 0.5984 -0.4443 -2.4990 -0.54 0.21 0.88
H -1.1893 -0.2552 -2.1002 1.69 -1.29 0.62
H -1.0911 1.6826 -1.7211 -1.04 0.47 -0.93
```
Forces are in eV/Å.

**Energy relative to the best compared isomer or geometry (same formula, charge and spin)**: 61.0 kcal per mole

---

[12]
ORCA calculation (the ωB97M-V functional and the def2-TZVPD basis) on C5H8OS in the gas phase.

```
15
Properties=species:S:1:pos:R:3:forces:R:3
S -2.7154 0.6075 0.0110 -0.81 0.64 0.26
C -1.7278 -0.8809 0.0065 1.43 -0.21 0.47
C -0.2645 -0.6557 0.4251 -3.22 0.64 1.39
C 0.6476 -0.6550 -0.4833 1.48 0.17 -1.86
C 2.0856 -0.4078 -0.3755 0.36 -0.13 -0.14
C 2.5950 0.9497 -0.2863 -0.34 1.34 -0.06
O 2.6274 0.0865 0.8234 0.14 -0.26 0.86
H -1.8843 1.5405 -0.4797 0.26 -0.38 -0.08
H -1.7733 -1.3935 -0.9478 -0.01 -0.01 -0.16
H -2.1890 -1.5183 0.7609 -0.19 -0.02 -0.08
H -0.1827 -0.2987 1.4551 0.59 -0.55 -0.16
H 0.3268 -0.7092 -1.5213 -0.01 -0.59 -0.06
H 2.7379 -1.1091 -0.8661 0.07 -0.42 -0.23
H 3.5581 1.2529 -0.7085 -0.31 -0.17 0.12
H 1.8187 1.7215 -0.1746 0.54 -0.06 -0.25
```
Forces are in eV/Å.

**Energy relative to the best compared isomer or geometry (same formula, charge and spin)**: 49.2 kcal per mole
**Structure (SMILES)**: SC/C=C/[C@H]1CO1